[1]
101
Properties=species:S:1:pos:R:3 method="wB97M-V/def2-TZVPD" gap_ev=8.518 fmax_ha_per_bohr=0.1772 e_tot_ev=-114248.600 homo_ha=-0.4392 lumo_energy_ha=-0.1262 charge=+1
I -3.145 1.788 0.196
P 2.427 1.743 -0.341
F -9.453 0.013 7.038
F -0.923 2.490 -3.458
F -7.470 3.358 2.209
F 11.057 -1.632 -1.239
F 3.086 -4.163 4.238
F -12.343 -0.391 4.136
O 1.933 4.733 -6.012
O 0.691 3.234 -4.820
O 0.611 5.428 -4.279
O 9.808 -1.849 -3.086
O -8.848 -1.945 7.942
O 3.572 -2.835 2.501
O -6.137 2.035 6.233
O 2.953 -4.221 0.826
O 2.205 3.425 -0.744
O -6.612 -1.615 8.011
O -7.474 -3.665 8.547
O -6.698 3.105 4.296
O -9.669 0.886 0.830
O -11.782 1.560 1.390
O -6.414 0.863 4.288
O 4.005 -2.250 0.338
O 11.244 -0.944 -4.579
O 4.723 -1.464 -5.294
O 0.714 -2.555 -2.014
O 9.122 -1.492 -5.233
O -10.680 0.102 2.720
N 1.102 -1.379 -1.419
N 2.541 0.680 -1.739
N 4.145 2.305 -2.842
N 4.081 1.694 0.414
N 3.394 1.141 -2.769
N 2.491 -1.106 -3.507
C 4.155 -0.075 -5.276
C 3.551 -3.035 1.154
C 11.878 -0.924 -3.316
C -6.397 2.005 5.041
C 0.121 3.344 -3.535
C 1.144 4.485 -5.115
C 3.377 0.075 -3.842
C -0.994 -0.369 -0.405
C 6.298 -1.543 -3.194
C 5.784 -2.956 -2.530
C 2.647 -3.763 3.024
C 11.109 -1.948 -2.553
C 1.978 -0.641 -2.148
C 0.450 -1.087 -0.101
C -7.198 -0.443 7.480
C -10.628 0.849 1.582
C 6.116 -1.454 -4.821
C -7.633 -2.508 8.194
C -0.345 4.759 -3.481
C 2.690 -4.886 2.045
C -6.884 1.235 3.008
C -8.613 -0.555 7.933
C -12.681 1.141 2.397
C -6.562 2.690 2.956
C -11.766 0.622 3.453
C -1.023 1.256 -0.245
C 9.983 -1.431 -4.371
H 5.789 -0.651 -2.609
H -1.340 4.895 -3.917
H 4.992 0.753 -5.360
H 6.746 -3.481 -2.060
H -8.799 -0.144 8.931
H 4.433 0.717 0.196
H 0.137 -2.241 -2.777
H -6.706 0.452 7.870
H 1.744 -5.433 1.998
H 3.497 -5.597 2.252
H -7.959 1.037 2.945
H 7.464 -1.445 -2.957
H -0.316 1.699 0.576
H 4.710 2.269 -3.731
H 6.628 -2.432 -5.276
H 11.480 -2.971 -2.675
H -11.406 1.386 4.151
H -13.291 1.977 2.750
H -5.550 2.914 2.602
H 0.172 -2.150 0.372
H 3.417 0.088 -6.174
H 11.793 0.079 -2.883
H 1.111 -0.567 0.708
H 2.842 3.943 -0.135
H 12.937 -1.180 -3.405
H 6.747 -0.541 -5.221
H 3.491 3.127 -3.000
H -0.834 1.708 -1.331
H 5.272 -3.692 -3.303
H 4.689 2.312 -0.203
H 1.665 -3.289 3.120
H -0.351 5.156 -2.462
H 0.870 3.089 -2.778
H -1.256 -0.625 -1.540
H -1.852 -0.895 0.233
H -7.100 -0.451 6.389
H -6.375 0.669 2.223
H 5.040 -2.770 -1.624
H -13.344 0.369 1.993


[2]
35
Properties=species:S:1:pos:R:3 method="wB97M-V/def2-TZVPD" smiles="O=C1Nc2ccc(OC(F)(F)F)cc2[C@@]12NN=C(c1ccccc1)S2" gap_ev=8.044 fmax_ha_per_bohr=0.0588 e_tot_ev=-44306.628 homo_ha=-0.2916 lumo_energy_ha=0.0040 charge=0
S 0.986 0.340 -1.463
F 0.092 -3.213 5.194
F -1.149 -4.168 3.617
F 0.941 -3.933 3.317
O 3.337 2.536 -0.815
O -0.375 -2.030 3.292
N 0.236 2.339 0.056
N 3.412 1.442 1.169
N -0.829 2.120 -0.762
C 2.886 -0.148 2.990
C -2.148 -0.602 -4.587
C -1.586 0.720 -2.625
C 0.363 -0.326 1.723
C 2.611 0.529 1.833
C -0.089 -3.343 3.884
C -0.593 1.125 -1.585
C 1.321 1.333 -0.008
C 1.382 0.501 1.234
C -3.444 -0.046 -4.579
C 0.610 -1.171 2.844
C 2.744 1.891 0.027
C -2.890 1.244 -2.621
C -3.795 0.900 -3.617
C -1.241 -0.192 -3.613
C 1.857 -0.996 3.504
H 2.009 -1.597 4.399
H -3.201 1.976 -1.850
H 3.844 -0.132 3.531
H 0.033 2.897 0.921
H 4.409 1.390 1.105
H -0.603 -0.292 1.285
H -0.251 -0.667 -3.589
H -4.817 1.318 -3.617
H -4.176 -0.361 -5.307
H -1.887 -1.384 -5.286


[3]
18
Properties=species:S:1:pos:R:3 method="wB97M-V/def2-TZVPD" smiles="CN/C=C/C(=O)CC=O" gap_ev=9.096 fmax_ha_per_bohr=0.1501 e_tot_ev=-11949.799 homo_ha=-0.3228 lumo_energy_ha=0.0114 charge=0
O -2.580 -1.292 -0.220
O -0.309 2.255 -0.281
N 2.141 -0.723 -0.104
C -1.134 1.415 -0.333
C -0.093 -1.291 -0.128
C 3.309 0.088 0.054
C 0.839 -0.365 0.228
C -1.444 -0.865 0.148
C -1.586 0.506 0.656
H -1.117 0.765 1.720
H 0.043 -2.043 -0.920
H -1.601 1.168 -1.336
H 0.707 0.528 0.644
H 3.846 0.871 -0.608
H 3.093 0.770 0.847
H 2.254 -1.708 -0.597
H 4.222 -0.461 0.436
H -2.668 0.540 0.803


[4]
6
Properties=species:S:1:pos:R:3 method="wB97M-V/def2-TZVPD" gap_ev="3.690 / 4.557" multiplicity=2 fmax_ha_per_bohr=0.0295 e_tot_ev=-4695.009 homo_ha="-0.1720 / -0.2072" lumo_energy_ha="-0.0364 / -0.0398" charge=0
Cs 0.538 -0.843 1.610
O -0.214 1.086 -2.053
C -0.785 1.931 -0.915
C -0.547 -0.047 -2.419
H -0.069 2.769 -0.897
H -1.847 2.066 -1.182


[5]
17
Properties=species:S:1:pos:R:3 method="wB97M-V/def2-TZVPD" smiles=N[C@H]1[C@@H]2NC[C@H](F)[C@H]12 gap_ev=9.732 fmax_ha_per_bohr=0.1037 e_tot_ev=-11025.716 homo_ha=-0.3271 lumo_energy_ha=0.0306 charge=0
F -2.130 -0.306 -0.974
N 0.926 -1.350 0.786
N 0.894 2.113 -0.774
C 0.725 0.117 0.965
C -0.293 -1.690 0.097
C -1.448 -0.585 0.350
C -0.695 0.671 0.663
C 0.444 0.789 -0.365
H 0.386 0.015 -1.271
H -2.258 -0.864 0.978
H 1.816 2.039 -1.179
H 1.400 0.709 1.688
H 1.780 -1.464 0.018
H -0.625 -2.626 0.487
H -1.122 1.515 1.040
H 0.232 2.577 -1.473
H -0.031 -1.659 -1.035


[6]
53
Properties=species:S:1:pos:R:3 method="wB97M-V/def2-TZVPD" gap_ev=5.162 fmax_ha_per_bohr=0.0794 e_tot_ev=-30534.543 homo_ha=-0.4007 lumo_energy_ha=-0.2111 charge=+1
F 2.396 -8.443 0.526
O -0.753 0.894 3.537
N 1.243 -0.644 2.276
C 0.826 -7.546 -1.018
C 4.111 -1.157 -0.214
C 0.282 -5.479 0.842
C 1.167 -6.521 1.173
C 2.041 -1.280 1.329
C -0.060 -1.218 2.501
C 3.206 -0.453 0.812
C -0.147 -6.578 -1.293
C -0.899 -0.523 3.569
C 1.816 -2.564 0.929
C -1.021 -4.121 3.947
C -0.942 -4.056 5.334
C -0.413 -5.559 -0.386
C 1.450 -7.494 0.221
C 1.510 0.747 2.601
C 2.659 -3.241 -0.087
C 0.106 -4.495 3.179
C 1.339 -4.864 5.239
C 0.243 -4.421 5.982
C 0.074 -4.301 1.705
C 0.616 1.270 3.721
C 3.439 -2.282 -1.000
C 1.286 -4.869 3.843
H -0.653 -1.269 1.567
H -1.807 -3.709 5.901
H 1.090 -8.319 -1.732
H 1.645 -6.581 2.146
H -0.838 -3.784 1.382
H 1.361 1.390 1.711
H 3.368 -3.921 0.414
H 2.178 -5.117 3.264
H 0.080 -2.241 2.848
H -1.161 -4.795 -0.608
H 0.315 -4.339 7.066
H 1.049 -3.256 1.434
H 4.498 -0.408 -0.916
H -0.693 -6.611 -2.234
H 0.588 2.367 3.686
H 2.843 0.483 0.346
H -0.626 -0.938 4.564
H 2.257 -5.186 5.734
H 2.032 -3.899 -0.704
H -1.967 -0.708 3.375
H 1.004 0.908 4.694
H 2.551 0.854 2.933
H 4.982 -1.562 0.314
H 4.193 -2.838 -1.571
H 3.851 -0.136 1.649
H -1.937 -3.831 3.422
H 2.734 -1.848 -1.719